No. 1
A molecular structure, C9H13N5S at a distorted geometry, computed with ωB97M-V/def2-TZVPD.

The geometry in XYZ format:
```
28
Properties=species:S:1:pos:R:3
C -0.92 -0.98 0.11
C -2.31 1.12 -0.03
C 0.41 1.04 0.22
C -2.17 -0.29 -0.22
C 3.93 0.96 -0.64
C -4.07 -1.79 -0.94
C 2.71 0.50 -0.24
C 1.87 2.94 -0.06
C 0.16 -3.05 0.86
N 0.23 -0.33 0.11
N -3.13 -1.04 -0.58
N -0.61 1.78 0.41
N 1.70 1.46 0.08
N -1.04 -2.29 0.43
S -3.43 2.27 0.16
H 4.65 0.18 -0.68
H 4.21 1.94 -0.83
H -4.67 -2.41 -0.29
H -4.27 -1.76 -1.93
H 2.28 -0.43 -0.09
H 2.68 3.17 -0.61
H 0.94 3.43 -0.58
H 1.98 3.26 1.03
H 1.13 -2.62 0.54
H 0.18 -4.02 0.29
H 0.05 -3.08 1.86
H -0.55 2.70 0.86
H -1.93 -2.65 0.75
```

Results
- HOMO energy (eV) = -14.980
- net charge = +2
- E_tot (eV) = -27807.44768
- ΔE to the lowest compared entry with this formula, charge and spin (eV) = 3.534
- orbital gap (eV) = 4.371

***

No. 2
A molecular structure, C30H26BrF6N5O12P2PbS2 at a distorted geometry, computed with ωB97M-V/def2-TZVPD.

The geometry in XYZ format:
```
85
Properties=species:S:1:pos:R:3
Pb -0.51 -0.87 0.91
Br 2.52 -0.06 0.81
C 2.33 1.52 1.84
C 3.44 2.30 1.98
C 3.37 3.49 2.73
C 2.20 3.86 3.32
C 1.03 3.06 3.19
C -0.18 3.46 3.79
C -1.32 2.73 3.66
C -1.31 1.53 2.91
C -0.14 1.13 2.35
C 1.08 1.85 2.43
H 4.37 1.98 1.54
H 4.26 4.10 2.84
H 2.13 4.77 3.90
H -0.18 4.38 4.37
H -2.25 3.05 4.12
H -2.23 0.97 2.81
F 1.08 -6.59 1.21
C 0.76 -5.32 1.47
F -0.56 -5.23 1.60
F 1.34 -4.94 2.59
S 1.34 -4.26 0.09
O 1.19 -2.91 0.59
O 2.67 -4.69 -0.20
N 0.42 -4.65 -1.13
S -0.94 -4.06 -1.58
O -1.58 -3.19 -0.59
O -0.91 -3.58 -2.93
C -2.04 -5.52 -1.69
F -2.28 -6.04 -0.48
F -3.20 -5.12 -2.21
F -1.50 -6.46 -2.46
N -3.38 -3.70 2.05
C -3.55 -2.50 2.96
C -4.68 -2.78 3.94
P -3.97 -1.01 1.93
O -5.05 -1.79 0.98
O -4.56 0.02 2.79
O -2.81 -0.61 1.03
P -1.91 -2.42 3.84
O -1.96 -1.00 4.60
O -1.90 -3.57 4.76
O -0.87 -2.31 2.75
H -4.28 -3.95 1.63
H -3.01 -4.49 2.60
H -2.71 -3.53 1.28
H -5.59 -3.09 3.41
H -4.93 -1.86 4.47
H -4.39 -3.54 4.65
H -5.15 -1.33 0.14
H -2.36 -1.10 5.47
C 5.34 3.14 -0.99
O 4.74 4.15 -1.79
C 3.88 3.77 -2.75
C 3.31 4.79 -3.50
C 2.40 4.49 -4.50
C 2.02 3.17 -4.73
C 2.63 2.15 -4.01
C 3.56 2.44 -3.02
N 1.05 2.97 -5.74
N 0.36 1.93 -5.74
C 0.04 1.15 -4.68
C -0.13 -0.24 -4.92
C -0.20 -1.13 -3.90
C -0.13 -0.68 -2.52
O 0.04 -1.47 -1.60
C -0.26 0.78 -2.28
N -0.46 1.17 -1.01
C -0.62 2.45 -0.75
C -0.58 3.43 -1.75
C -0.37 3.04 -3.05
C -0.19 1.68 -3.34
H 5.97 3.65 -0.27
H 5.95 2.47 -1.60
H 4.58 2.56 -0.47
H 3.59 5.82 -3.29
H 1.95 5.28 -5.09
H 2.40 1.11 -4.22
H 4.02 1.63 -2.47
H -0.10 -0.58 -5.95
H -0.26 -2.20 -4.06
H -0.79 2.72 0.28
H -0.73 4.47 -1.50
H -0.37 3.77 -3.85
```

Results
- HOMO energy (alpha / beta) (eV) = -8.626 / -8.129
- net charge = 0
- E_tot (eV) = -195398.24213
- ΔE to the lowest compared entry with this formula, charge and spin (eV) = 1.666
- orbital gap (alpha / beta) (eV) = 6.256 / 5.856

***

No. 3
A molecular structure, C16H11BrN2PdSSe, computed with ωB97M-V/def2-TZVPD.

The geometry in XYZ format:
```
33
Properties=species:S:1:pos:R:3
Pd 0.09 1.10 0.46
Br -1.05 -1.38 -0.55
C -0.91 -2.00 1.25
C -1.29 -3.30 1.44
C -1.24 -3.86 2.74
C -0.82 -3.09 3.78
C -0.42 -1.75 3.60
C 0.01 -0.98 4.71
C 0.40 0.31 4.56
C 0.39 0.90 3.28
C -0.02 0.19 2.19
C -0.45 -1.16 2.30
H -1.63 -3.89 0.61
H -1.53 -4.89 2.88
H -0.78 -3.51 4.79
H 0.02 -1.45 5.69
H 0.74 0.89 5.41
H 0.73 1.93 3.16
Se 4.27 2.02 -0.78
C 2.92 1.02 -0.24
N 2.00 0.40 0.13
S -1.49 2.94 0.95
C -1.13 2.82 -0.72
N -2.11 2.48 -1.61
C -1.89 2.09 -2.88
C -0.62 2.03 -3.37
C 0.43 2.44 -2.53
C 0.18 2.89 -1.25
H -3.05 2.43 -1.22
H -2.77 1.83 -3.45
H -0.44 1.69 -4.37
H 1.45 2.43 -2.89
H 0.98 3.29 -0.64
```

Results
- HOMO energy (eV) = -7.435
- net charge = 0
- E_tot (eV) = -169453.72917
- ΔE to the lowest compared entry with this formula, charge and spin (eV) = 0.050
- orbital gap (eV) = 6.107